Record 1
The following is a DFT calculation (ωB97M-V/def2-TZVPD) of C51H58AsAuN9 as an isolated structure.

As for the net charge: +1. The spin multiplicity is 3. The HOMO-LUMO gap (spin up / spin down) comes out at 8.075 / 5.232 eV. Its expectation value of S² is 2.058. The energy above the lowest of the compared OMol25 structures with the same formula, charge and spin is 0.0 kcal/mol. As for the HOMO energy (spin up / spin down): -0.35606 / -0.35151 Ha.

Each line ends with the Löwdin spin population.
Element x y z (Å)
Au 1.070 0.270 -0.470  0.198
C 1.793 3.276 -1.633  0.004
N 1.163 2.790 -0.402  0.039
C -0.215 3.267 -0.295  0.004
C 1.975 3.085 0.751  0.070
C 2.134 4.396 1.166  -0.008
C 2.960 4.723 2.232  0.086
C 3.682 3.718 2.860  -0.007
C 3.550 2.405 2.455  0.073
C 2.671 2.040 1.414  0.008
N 2.574 0.753 0.931  0.331
C 3.166 -0.327 1.593  0.014
C 3.035 -0.513 2.975  0.048
C 3.529 -1.638 3.604  -0.003
C 4.169 -2.610 2.847  0.055
C 4.300 -2.455 1.477  -0.006
C 3.810 -1.326 0.820  0.044
N 3.932 -1.176 -0.575  0.016
C 4.236 -2.380 -1.325  0.002
C 4.753 -0.058 -1.029  0.004
H 1.799 4.372 -1.689  0.000
H 1.247 2.882 -2.492  0.001
H 2.820 2.917 -1.682  0.000
H -0.279 4.359 -0.202  0.001
H -0.704 2.809 0.562  0.000
H -0.751 2.974 -1.199  0.000
H 1.602 5.183 0.645  -0.002
H 3.056 5.752 2.549  0.005
H 4.365 3.959 3.663  -0.002
H 4.160 1.649 2.924  0.004
H 2.490 0.227 3.544  0.002
H 3.400 -1.765 4.670  -0.001
H 4.570 -3.495 3.324  0.003
H 4.812 -3.220 0.911  -0.001
H 5.284 -2.695 -1.229  0.000
H 4.047 -2.187 -2.383  0.000
H 3.591 -3.199 -1.007  0.000
H 5.823 -0.296 -0.957  0.000
H 4.555 0.832 -0.441  0.000
H 4.523 0.164 -2.073  0.000
C -2.934 -6.086 5.005  0.001
C -2.365 -4.846 4.375  0.003
C -3.062 -3.646 4.382  0.001
C -2.560 -2.486 3.799  0.005
C -3.369 -1.225 3.991  0.001
C -1.323 -2.548 3.135  0.020
As -0.449 -1.045 2.223  0.114
N -0.244 -1.440 0.443  0.495
C -0.305 -2.649 -0.198  0.028
C -1.278 -3.632 0.085  0.088
C -1.323 -4.805 -0.641  -0.007
C -0.398 -5.052 -1.651  0.103
C 0.574 -4.099 -1.938  -0.007
C 0.614 -2.912 -1.236  0.086
C -1.700 0.449 2.045  0.041
C -1.399 1.623 2.743  0.003
C -0.229 1.783 3.682  0.008
C -2.243 2.729 2.608  0.001
C -3.356 2.706 1.790  0.000
C -4.254 3.903 1.653  0.000
C -3.641 1.525 1.107  0.002
C -2.849 0.394 1.231  0.006
C -3.286 -0.865 0.535  0.003
C -0.556 -3.726 3.206  0.003
C 0.853 -3.844 2.675  -0.001
C -1.098 -4.853 3.811  0.000
H -3.924 -5.902 5.419  0.000
H -2.289 -6.443 5.809  0.000
H -3.015 -6.890 4.272  0.000
H -4.022 -3.598 4.884  0.000
H -4.037 -1.355 4.841  0.000
H -3.988 -0.982 3.125  0.000
H -2.740 -0.360 4.195  0.000
H -1.993 -3.465 0.875  0.004
H -2.083 -5.541 -0.412  -0.002
H -0.435 -5.978 -2.208  0.006
H 1.303 -4.285 -2.717  -0.003
H 1.380 -2.173 -1.439  0.003
H 0.452 0.937 3.658  0.006
H -0.587 1.897 4.708  0.000
H 0.341 2.681 3.435  0.001
H -2.007 3.632 3.161  0.000
H -3.838 4.772 2.160  0.000
H -5.236 3.699 2.084  0.000
H -4.408 4.158 0.604  0.000
H -4.528 1.476 0.484  0.000
H -4.286 -0.744 0.120  0.000
H -3.311 -1.705 1.230  0.000
H -2.609 -1.141 -0.273  0.002
H 1.353 -2.881 2.567  0.000
H 0.875 -4.344 1.705  0.000
H 1.451 -4.443 3.362  0.000
H -0.501 -5.758 3.854  0.000
C -2.059 0.606 -2.234  -0.001
C -0.847 0.279 -3.031  0.001
N 0.365 0.109 -2.546  0.004
C 1.196 -0.162 -3.612  0.002
C 0.472 -0.150 -4.756  0.000
N -0.824 0.129 -4.377  0.000
C -1.931 0.337 -5.295  0.000
N -1.588 1.328 -6.268  0.000
N -1.528 1.005 -7.587  0.000
N -1.154 2.022 -8.253  0.000
C -0.937 3.069 -7.377  0.000
C -0.510 4.379 -7.611  0.000
C -0.368 5.196 -6.515  0.000
C -0.642 4.734 -5.210  0.000
C -1.067 3.448 -4.965  0.000
C -1.211 2.626 -6.086  0.000
H -1.777 0.678 -1.185  0.000
H -2.824 -0.166 -2.333  0.000
H -2.499 1.558 -2.540  0.000
H 2.248 -0.339 -3.475  0.000
H 0.746 -0.298 -5.786  0.000
H -2.801 0.645 -4.716  0.000
H -2.165 -0.577 -5.838  0.000
H -0.302 4.722 -8.615  0.000
H -0.039 6.218 -6.648  0.000
H -0.516 5.416 -4.379  0.000
H -1.276 3.103 -3.960  0.000

***

Record 2
The following is a DFT calculation (ωB97M-V/def2-TZVPD) of a 6-piece molecular cluster, C51H58Cl2F6IN2O20 overall at a distorted geometry.

As for the net charge: +1. The HOMO-LUMO gap comes out at 6.870 eV. As for the HOMO energy: -0.38873 Ha.

Each line ends with the Mulliken charge.
Element x y z (Å)
C 1.195 -4.448 -1.065  -1.388
C 1.085 -3.191 -0.286  1.142
Cl -0.039 -3.152 1.025  0.058
C 1.781 -2.078 -0.513  -0.398
Cl 2.912 -1.922 -1.799  -0.172
C 1.585 -0.854 0.311  -0.932
C 0.645 0.072 -0.115  0.610
C -0.165 -0.201 -1.354  -0.282
O -0.429 0.976 -2.098  0.576
C -1.559 0.839 -2.916  0.316
C -2.815 1.156 -2.423  -0.767
C -3.957 1.016 -3.210  0.648
C -5.299 1.361 -2.625  -1.406
C -3.832 0.545 -4.510  -1.095
C -2.567 0.246 -5.005  -0.876
C -1.419 0.380 -4.229  -0.420
C -0.086 -0.001 -4.866  1.200
C 0.252 -1.487 -4.575  -1.551
C 1.062 0.962 -4.520  -1.631
C 0.454 1.201 0.678  1.196
C -0.535 2.245 0.264  -0.826
O -1.676 2.058 0.508  -0.460
O -0.138 3.393 -0.303  -0.247
C 1.236 3.599 -0.566  1.326
C 1.432 5.005 -1.054  -1.579
F 1.690 2.730 -1.511  -0.224
C 1.126 1.366 1.883  0.400
C 0.816 2.565 2.755  -1.318
C -0.608 2.556 3.333  -1.056
C -0.990 1.232 3.939  0.160
O -0.162 0.407 4.233  -0.534
N -2.352 1.024 4.158  0.265
C -2.949 -0.053 3.409  0.462
C -4.188 0.159 2.828  -0.755
C -4.808 -0.862 2.125  -0.867
C -4.216 -2.104 1.960  -0.684
C -2.980 -2.321 2.547  -0.621
C -2.366 -1.304 3.270  -0.043
C 2.071 0.399 2.263  0.220
C 2.847 0.593 3.531  -1.738
C 3.961 1.677 3.391  -0.763
O 3.917 2.557 4.504  -0.599
N 2.271 -0.681 1.468  1.025
C 3.240 -1.721 1.912  -1.667
C 4.703 -1.288 1.896  -0.538
C 5.186 -0.751 0.553  -0.938
I 7.084 0.187 0.802  0.086
H 1.442 -5.251 -0.372  0.361
H 0.261 -4.686 -1.563  0.287
H 2.011 -4.389 -1.769  0.504
H -1.120 -0.630 -1.032  0.587
H 0.307 -0.934 -1.996  -0.241
H -2.948 1.522 -1.417  0.701
H -5.407 0.872 -1.658  0.285
H -6.104 1.025 -3.266  0.392
H -5.389 2.429 -2.443  0.315
H -4.716 0.417 -5.115  0.390
H -2.495 -0.126 -6.017  0.506
H -0.240 0.071 -5.934  0.560
H -0.411 -1.916 -3.830  0.445
H 1.293 -1.571 -4.271  0.262
H 0.124 -2.080 -5.476  0.354
H 0.660 1.960 -4.380  0.325
H 1.746 0.976 -5.359  0.461
H 1.587 0.651 -3.623  0.206
H 1.856 3.433 0.316  -0.307
H 2.504 5.163 -1.128  0.430
H 1.042 5.107 -2.060  0.395
H 0.999 5.733 -0.378  0.373
H 0.895 3.459 2.139  0.332
H 1.521 2.702 3.560  0.608
H -0.647 3.299 4.133  0.644
H -1.359 2.874 2.623  0.517
H -2.864 1.875 3.960  0.321
H -4.713 1.101 2.914  0.392
H -5.783 -0.710 1.689  0.459
H -4.696 -2.909 1.435  0.581
H -2.475 -3.268 2.483  0.450
H -1.421 -1.512 3.745  0.515
H 3.230 -0.327 3.950  0.892
H 2.152 0.980 4.259  0.468
H 3.805 2.203 2.451  0.350
H 4.943 1.218 3.398  0.377
H 3.706 3.440 4.191  0.381
H 3.118 -2.607 1.303  0.657
H 2.934 -1.998 2.913  0.467
H 5.268 -2.199 2.086  0.564
H 4.946 -0.616 2.705  0.422
H 4.465 -0.066 0.123  0.232
H 5.356 -1.571 -0.128  0.493
C 1.163 2.212 -9.824  -0.190
C 0.480 1.012 -10.436  0.268
O 1.025 -0.063 -9.682  -0.345
C 1.359 0.426 -8.460  0.631
O 1.603 -0.243 -7.509  -0.508
O 1.363 1.777 -8.469  -0.326
F 0.798 0.848 -11.738  -0.281
H 2.129 2.405 -10.293  0.149
H 0.561 3.115 -9.861  0.300
H -0.607 1.008 -10.332  0.283
C -1.843 0.069 7.821  0.017
C -3.014 1.020 7.748  0.436
O -3.362 1.182 9.109  -0.341
C -2.233 0.983 9.847  0.587
O -2.107 1.274 10.986  -0.500
O -1.265 0.411 9.086  -0.368
F -4.060 0.482 7.076  -0.298
H -2.169 -0.972 7.839  0.221
H -1.126 0.208 7.014  -0.053
H -2.775 1.994 7.316  0.291
C 3.889 6.582 -11.475  -0.437
C 4.396 5.289 -12.074  0.302
O 3.301 4.411 -11.864  -0.276
C 2.168 5.170 -11.837  0.683
O 1.069 4.738 -11.929  -0.502
O 2.478 6.478 -11.697  -0.315
F 5.481 4.814 -11.420  -0.275
H 4.087 6.628 -10.403  0.281
H 4.294 7.468 -11.956  0.272
H 4.616 5.339 -13.142  0.282
C -2.023 -6.631 1.647  -0.164
C -3.379 -6.253 2.198  0.320
O -4.190 -7.326 1.778  -0.336
C -3.388 -8.430 1.663  0.523
O -3.773 -9.540 1.574  -0.461
O -2.078 -8.057 1.675  -0.353
F -3.843 -5.097 1.650  -0.253
H -1.904 -6.289 0.617  0.165
H -1.196 -6.264 2.249  0.221
H -3.418 -6.170 3.286  0.337
C -0.651 -2.459 11.338  -0.407
C 0.382 -3.561 11.352  0.309
O -0.272 -4.603 10.647  -0.317
C -1.156 -4.024 9.788  0.605
O -1.678 -4.574 8.878  -0.510
O -1.341 -2.719 10.108  -0.242
F 0.667 -3.979 12.607  -0.277
H -1.348 -2.548 12.171  0.279
H -0.220 -1.461 11.335  0.271
H 1.314 -3.314 10.841  0.278